1.
Computed, not measured: a structure of composition C3H9PS in a non-equilibrium geometry, with ωB97M-V/def2-TZVPD.

The geometry in XYZ format:
```
14
C3H9PS (ωB97M-V/def2-TZVPD)
S 1.62 1.13 0.88
P 0.35 -1.36 3.32
C -0.71 -1.96 2.17
C 0.44 0.47 -1.55
C 1.06 0.10 -0.25
H -0.09 -0.20 -2.14
H -1.55 -2.59 2.50
H 1.24 0.72 -2.23
H -0.49 -1.81 4.29
H -0.55 -1.83 1.13
H 1.22 -1.01 -0.08
H -1.16 3.14 -3.10
H -1.18 3.84 -3.44
H -0.19 1.36 -1.51
```

The value obtained for the highest occupied orbital energy (spin up / spin down) is -0.2460 / -0.3548 Eh. As for the spin multiplicity: 3. As for the orbital gap (spin up / spin down): 6.9230 / 7.4594 eV.


2.
Computed, not measured: a cluster of 2 separate species, C3H9PSi in total in a non-equilibrium geometry, with ωB97M-V/def2-TZVPD.

The geometry in XYZ format:
```
14
C3H9PSi (ωB97M-V/def2-TZVPD)
P -1.06 -2.39 0.00
Si -1.22 -1.86 -2.11
C 0.58 2.06 0.40
C 0.64 0.17 2.06
C 0.59 0.62 0.78
H -2.54 -2.59 -2.43
H 0.72 0.87 2.91
H 0.74 -0.92 2.17
H -0.12 2.20 -0.34
H -0.11 -2.61 -2.60
H 1.55 2.28 0.06
H 0.68 -0.01 -0.09
H 0.38 2.64 1.39
H -0.83 -0.47 -2.19
```

The value obtained for the highest occupied orbital energy (spin up / spin down) is -0.3087 / -0.3073 Eh. As for the orbital gap (spin up / spin down): 7.0560 / 6.9568 eV.


3.
Computed, not measured: a cluster of 2 separate species, C3H9S in total in a non-equilibrium geometry, with ωB97M-V/def2-TZVPD.

The geometry in XYZ format:
```
13
C3H9S (ωB97M-V/def2-TZVPD)
S 0.09 1.99 -1.95
C -0.73 -2.82 2.33
C 0.18 -2.07 1.28
C 0.36 1.41 -0.31
H 1.52 1.25 -0.11
H -0.13 -3.20 3.18
H 0.62 -1.14 1.60
H -0.56 -1.88 0.58
H 0.98 -2.78 0.98
H -0.01 2.26 0.25
H -0.25 0.60 0.06
H -1.24 -2.21 2.92
H -1.30 -3.75 1.96
```

The value obtained for the highest occupied orbital energy is -0.0660 Eh. As for the total charge: -1. As for the orbital gap: 5.1692 eV.


4.
Computed, not measured: a cluster of 2 separate species, C3H9S in total in a non-equilibrium geometry, with ωB97M-V/def2-TZVPD.

The geometry in XYZ format:
```
13
C3H9S (ωB97M-V/def2-TZVPD)
S 0.05 2.45 -4.57
C -0.27 0.18 0.51
C 0.96 0.11 1.44
C -0.77 -1.21 0.14
H 1.58 -0.79 1.28
H -1.56 -1.46 0.87
H -1.26 -1.34 -0.84
H 0.61 0.04 2.48
H -0.04 0.75 -0.39
H -1.05 0.68 1.07
H 1.67 0.94 1.37
H 0.11 1.67 -3.49
H -0.02 -2.01 0.13
```

The value obtained for the highest occupied orbital energy (spin up / spin down) is -0.3742 / -0.3572 Eh. As for the spin multiplicity: 2. As for the orbital gap (spin up / spin down): 11.0193 / 7.1971 eV.


Quick rundown of energy relative to the best compared isomer or geometry (same formula, charge and spin), same order as above: 25.0; 47.1; 39.3; 6.1 kcal per mole